No. 1
This record from the OMol25 dataset describes C17H42N2O8P2S as an isolated structure. The level of theory is wB97M-V/def2-TZVPD.

Each line ends with the Löwdin charge.
CARTESIAN COORDINATES (ANGSTROEM)
C: -1.6426 -1.3575 -3.3324  0.020
C: -3.0132 -1.2798 -2.7218  -0.493
O: -3.1973 -1.5884 -1.5563  0.099
O: -4.0848 -0.8804 -3.4831  -0.004
C: -3.9632 0.3819 -4.1208  -0.201
C: -4.8428 1.4265 -3.4436  -0.152
C: -4.7481 1.4622 -1.9225  -0.181
O: -3.9267 2.5226 -1.3597  -0.309
S: -2.5469 2.7285 -2.1369  0.848
O: -1.7711 1.5195 -2.0289  -0.385
O: -1.9052 3.7707 -0.9924  -0.660
P: -0.2377 3.8455 -0.9000  0.845
P: 0.6215 4.0583 -2.9092  0.228
O: 1.5546 5.1860 -2.8651  -0.329
O: 1.4029 2.7266 -3.3022  -0.158
O: -0.4989 4.3156 -4.0308  -0.163
H: -1.3830 -2.3762 -3.5802  0.094
H: -0.9524 -0.9748 -2.5960  0.084
H: -1.5381 -0.7280 -4.2062  0.075
H: -4.3358 0.2663 -5.1335  0.129
H: -2.9406 0.7246 -4.2171  0.098
H: -4.6626 2.3868 -3.9142  0.115
H: -5.8662 1.1643 -3.6837  0.120
H: -4.4313 0.5193 -1.4982  0.108
H: -5.7381 1.6504 -1.5360  0.126
H: 0.1877 2.5533 -0.5192  -0.055
H: 2.0994 3.0055 -3.9087  0.084
H: -1.2422 4.8006 -3.6627  0.056
C: 5.3182 1.8479 0.7959  -0.091
C: 4.2853 2.9480 0.9860  -0.274
N: 3.4598 2.7618 2.1640  -0.200
C: 2.3078 3.6433 2.2003  -0.254
C: 2.5548 5.1526 2.3093  -0.082
C: 4.1751 2.6015 3.4170  -0.248
C: 5.1252 3.7252 3.8543  -0.083
H: 4.8433 0.8662 0.7755  0.079
H: 5.8374 1.9919 -0.1522  0.072
H: 6.0741 1.8517 1.5818  0.064
H: 3.6285 2.9475 0.1114  0.114
H: 4.8012 3.9210 0.9849  0.103
H: 1.6518 3.3344 3.0190  0.114
H: 1.7295 3.4631 1.2889  0.058
H: 2.8532 5.4447 3.3149  0.055
H: 1.6321 5.6909 2.0829  0.068
H: 3.3124 5.4994 1.6068  0.068
H: 4.7511 1.6746 3.3602  0.100
H: 3.4451 2.4210 4.2096  0.114
H: 5.7463 4.0843 3.0328  0.067
H: 5.7973 3.3524 4.6299  0.071
H: 4.5905 4.5731 4.2787  0.054
C: -1.0594 -6.8933 3.2224  -0.093
C: -0.7510 -5.5162 2.6548  -0.278
N: -0.3571 -5.5463 1.2604  -0.203
C: 0.1958 -4.2884 0.7907  -0.251
C: -0.7273 -3.0648 0.7544  -0.082
C: -1.2855 -6.2015 0.3568  -0.249
C: -2.7213 -5.6619 0.2825  -0.078
H: -0.2168 -7.5711 3.0804  0.079
H: -1.2528 -6.8145 4.2929  0.071
H: -1.9441 -7.3387 2.7664  0.063
H: 0.0777 -5.0935 3.2286  0.117
H: -1.6179 -4.8595 2.8318  0.101
H: 0.6162 -4.4442 -0.2070  0.109
H: 1.0549 -4.0502 1.4264  0.108
H: -1.4323 -3.1075 -0.0736  0.040
H: -0.1309 -2.1604 0.6133  0.071
H: -1.2889 -2.9402 1.6804  0.068
H: -1.3342 -7.2585 0.6307  0.098
H: -0.8500 -6.1991 -0.6454  0.112
H: -3.1360 -5.4546 1.2697  0.067
H: -3.3659 -6.4064 -0.1900  0.070
H: -2.7905 -4.7556 -0.3170  0.052

Values from the calculation:
Net charge ... 0
2S+1 ... 1
E_HOMO ... -0.2902 Ha

=====

No. 2
This record from the OMol25 dataset describes C17H44AlBeBr2Cl2FInN2O11P as an isolated structure. The level of theory is wB97M-V/def2-TZVPD.

Each line ends with the Löwdin charge.
CARTESIAN COORDINATES (ANGSTROEM)
C: 6.5370 -2.2171 -3.2215  -0.063
C: 5.1848 -1.6725 -2.8344  -0.292
O: 4.4376 -1.3274 -3.9849  -0.138
C: 3.4140 -0.3930 -3.6982  -0.209
C: 2.1893 -0.6472 -4.5735  -0.304
O: 0.9513 -0.5745 -3.9051  -0.332
In: 0.7931 -1.9122 -2.4060  0.709
C: 1.9070 -3.7896 -3.1206  -0.276
N: 1.5695 -3.9302 -4.4343  -0.131
C: 1.5638 -1.1743 -0.4051  -0.215
N: 0.8406 -0.0495 -0.0883  -0.072
C: 1.0316 1.1760 -0.8393  -0.073
P: -1.6492 -2.4702 -1.8698  0.252
O: -1.7441 -2.2394 -0.2032  -0.659
Br: -2.0570 -4.6683 -2.0982  0.312
H: 6.4647 -2.8098 -4.1249  0.046
H: 7.2287 -1.3891 -3.3160  0.073
H: 6.8901 -2.8245 -2.3970  0.079
H: 4.6117 -2.3977 -2.2497  0.102
H: 5.3295 -0.8149 -2.1772  0.115
H: 3.1878 -0.3575 -2.6354  0.079
H: 3.8134 0.5898 -3.9460  0.127
H: 2.3244 -1.5798 -5.1196  0.100
H: 2.1781 0.1296 -5.3338  0.114
H: 2.9580 -3.5191 -3.0638  0.049
H: 1.7066 -4.6345 -2.4615  0.087
H: 1.7107 -5.1076 -4.7794  -0.163
H: 0.5774 -3.7309 -4.5912  0.076
H: 1.3269 -1.9503 0.3139  0.072
H: 2.6341 -1.0272 -0.3838  0.078
H: -0.1438 -0.2725 0.0072  0.072
H: 0.8900 1.0378 -1.9150  0.083
H: 2.0380 1.5280 -0.6588  0.102
H: 0.3035 1.9044 -0.4978  0.041
H: -0.9423 -2.5879 0.2075  0.026
C: -3.5119 0.4282 7.4666  -0.109
O: -3.1600 -0.2994 6.3090  -0.199
C: -3.7928 -1.5667 6.2299  -0.197
C: -4.1326 -1.9203 4.8031  -0.169
O: -5.2292 -1.1927 4.2600  -0.105
C: -5.0409 0.1665 3.9614  -0.180
C: -4.1137 0.4046 2.7890  -0.288
O: -2.7655 0.2726 3.1373  -0.268
C: -1.9608 -0.1705 2.0539  -0.173
H: -3.0807 -0.0255 8.3645  0.091
H: -3.1163 1.4364 7.3558  0.088
H: -4.6005 0.4942 7.5747  0.088
H: -4.7072 -1.5800 6.8324  0.127
H: -3.1026 -2.3217 6.6278  0.132
H: -4.4535 -2.9626 4.7920  0.130
H: -3.2538 -1.8542 4.1595  0.122
H: -4.7259 0.7318 4.8440  0.124
H: -6.0309 0.5348 3.6788  0.137
H: -4.1787 1.4547 2.4264  -0.070
H: -4.3898 -0.2528 1.9602  0.112
H: -2.3420 -1.0905 1.6166  0.042
H: -0.9582 -0.3525 2.4417  0.093
H: -1.9116 0.6136 1.2921  0.018
Be: -3.1641 -0.3921 -0.8073  0.403
O: 6.0701 -4.7332 -4.8855  -0.092
H: 5.1300 -4.8081 -5.1040  -0.060
H: 6.5156 -4.7820 -5.7364  0.044
C: 1.1791 5.7278 1.8602  -0.067
C: 0.7214 5.3033 0.4915  -0.309
C: -0.3765 6.1724 -0.0888  -0.079
O: -1.0383 5.2634 -0.9958  0.051
C: -0.8224 4.0209 -0.4977  -0.627
O: -1.3609 3.0184 -0.8723  0.085
O: 0.0575 4.0064 0.4826  -0.107
H: 0.3356 5.8282 2.5416  0.079
H: 1.8406 4.9807 2.2886  0.040
H: 1.7039 6.6846 1.7929  0.093
H: 1.5792 5.2312 -0.1817  0.164
H: -0.0024 7.0412 -0.6247  0.142
H: -1.0993 6.4954 0.6628  0.137
F: -3.3683 -4.7535 0.0370  -0.795
O: -1.6927 7.3296 -3.5231  -0.056
H: -2.3279 6.9386 -4.1291  0.036
H: -1.6182 6.6881 -2.8096  0.001
Cl: 0.6293 2.5554 2.6443  -0.307
Al: -3.0067 3.1431 2.6293  1.011
Br: 2.9041 -6.2092 -5.4105  0.181
Cl: -3.5204 -5.5689 1.4340  0.616

Values from the calculation:
Net charge ... 0
2S+1 ... 1
E_HOMO ... -0.2597 Ha

=====

No. 3
This record from the OMol25 dataset describes C17H44CrN5O18S2VZr as an isolated structure. The level of theory is wB97M-V/def2-TZVPD.

Each line ends with the Löwdin charge.
CARTESIAN COORDINATES (ANGSTROEM)
Cr: 16.8471 -19.9898 0.9761  1.043
Zr: 12.9065 -16.2829 -0.4077  1.917
V: 18.9024 -16.9050 0.1924  1.071
O: 12.3862 -16.2253 -2.3837  -0.445
H: 12.3384 -16.1535 -3.3569  0.007
O: 18.3798 -19.0298 0.0421  -0.394
H: 19.1064 -19.5242 -0.3847  0.017
O: 15.4488 -20.9945 1.8344  -0.362
H: 14.6759 -21.1622 2.4080  0.017
C: 12.7529 -19.7016 -0.4696  -0.206
O: 12.2684 -18.3831 -0.1654  -0.475
H: 11.9064 -20.3562 -0.2624  0.062
H: 13.0060 -19.8204 -1.5232  0.066
H: 13.5715 -20.0808 0.1422  0.043
C: 13.4290 -12.7973 -0.7689  -0.291
O: 13.4237 -14.1411 -0.6177  -0.448
H: 12.6428 -12.3528 -0.1586  0.072
H: 14.3264 -12.2175 -0.5528  0.030
H: 13.1931 -12.6207 -1.8183  0.072
S: 15.5198 -17.1127 0.1820  0.321
O: 14.7215 -17.0077 -1.0250  -0.411
O: 15.6319 -18.4998 0.5867  -0.306
O: 16.8216 -16.5136 0.1314  -0.324
O: 14.5615 -16.3018 0.8437  -0.395
S: 18.2111 -18.0767 3.2292  0.253
O: 17.5701 -17.4815 4.3586  -0.306
O: 18.5308 -17.1475 2.1455  -0.430
O: 19.3830 -18.4756 3.8869  -0.300
O: 17.4192 -19.1891 2.5967  -0.406
C: 19.0795 -11.8394 -1.1462  -0.363
O: 19.5222 -10.9178 -1.8675  -0.031
N: 17.8181 -12.2521 -1.0506  -0.144
C: 17.4512 -13.1793 0.0952  -0.005
C: 16.6415 -11.6410 -1.7243  -0.045
H: 19.7859 -12.3547 -0.4771  0.130
H: 18.1306 -12.9695 0.9213  0.079
H: 17.4985 -14.2282 -0.1974  0.053
H: 16.4028 -13.0487 0.3631  0.092
H: 16.8645 -11.0969 -2.6421  0.086
H: 16.0174 -12.4600 -2.0818  0.067
H: 16.0631 -10.9467 -1.1147  0.092
C: 18.8574 -15.8138 -2.8231  -0.253
O: 18.7706 -16.8479 -2.1354  -0.084
N: 17.8418 -15.0569 -3.3486  -0.163
C: 17.9949 -13.7989 -4.0438  -0.060
C: 16.5254 -15.5243 -3.4315  -0.040
H: 19.7906 -15.2302 -2.7965  0.146
H: 18.9043 -13.2033 -3.9639  0.100
H: 17.0030 -13.3542 -4.1233  0.090
H: 18.2446 -13.8613 -5.1030  0.091
H: 16.0661 -15.1442 -2.5190  0.103
H: 16.1058 -15.0850 -4.3365  0.100
H: 16.4516 -16.6047 -3.5559  0.113
C: 16.2668 -21.6961 -1.8084  -0.151
O: 16.5753 -20.9386 -0.8245  -0.119
N: 17.2372 -22.0900 -2.6743  -0.169
C: 17.1321 -23.0953 -3.7434  -0.027
C: 18.5400 -21.4685 -2.5347  -0.029
H: 15.3702 -22.3277 -1.9059  0.164
H: 18.0333 -23.6912 -3.5984  0.093
H: 17.2357 -22.4950 -4.6472  0.090
H: 16.3367 -23.8187 -3.9225  0.097
H: 18.5004 -20.5363 -1.9712  0.065
H: 19.2820 -22.0319 -1.9690  0.110
H: 18.8359 -21.1943 -3.5473  0.101
C: 14.5515 -13.5417 4.2282  -0.334
O: 13.9409 -12.7241 4.8499  0.018
N: 15.9106 -13.4901 3.9170  -0.153
C: 16.5563 -14.6883 3.3366  -0.054
C: 16.8265 -12.4233 4.2753  -0.061
H: 13.9927 -14.4541 3.9686  0.114
H: 15.9530 -15.3474 2.7124  0.070
H: 16.9323 -15.4175 4.0543  0.066
H: 17.3841 -14.3591 2.7085  0.060
H: 17.0235 -12.4094 5.3473  0.085
H: 17.8294 -12.5614 3.8713  0.081
H: 16.3912 -11.4314 4.1541  0.086
C: 11.6507 -15.9660 2.8519  -0.172
O: 12.0901 -16.0293 1.6604  -0.154
N: 10.6111 -16.7072 3.2967  -0.178
C: 10.0081 -16.5116 4.5733  -0.047
C: 9.9770 -17.5992 2.3495  -0.017
H: 12.0023 -15.2802 3.6383  0.140
H: 10.2578 -17.3569 5.2146  0.107
H: 8.9716 -16.1750 4.5978  0.103
H: 10.4175 -15.5745 4.9506  0.092
H: 9.6583 -18.4302 2.9788  0.092
H: 9.0272 -17.1673 2.0342  0.104
H: 10.6145 -18.0288 1.5768  0.075

Values from the calculation:
Net charge ... 0
2S+1 ... 7
E_HOMO (alpha / beta) ... -0.2702 / -0.2709 Ha